(1)
Entry from OMol25: C45H55BrN3O3SSiTi as an isolated structure (wB97M-V/def2-TZVPD).

Structure (XYZ):
```
110
C45H55BrN3O3SSiTi wB97M-V/def2-TZVPD
Ti -0.531 -0.069 0.462
C -0.925 1.092 2.058
Si -2.770 1.443 2.014
C -3.285 1.016 0.213
N -2.099 0.779 -0.681
C -1.625 2.073 -1.255
C -2.660 2.734 -2.170
C -3.457 1.687 -2.962
C -2.626 0.420 -3.134
C -2.356 -0.221 -1.773
C -3.735 0.317 3.140
C -3.194 -0.141 4.342
C -3.923 -0.963 5.189
C -5.215 -1.336 4.848
C -5.775 -0.885 3.661
C -5.039 -0.067 2.817
C -3.144 3.228 2.415
C -2.380 4.283 1.909
C -2.696 5.602 2.190
C -3.791 5.893 2.994
C -4.556 4.862 3.517
C -4.234 3.542 3.231
H -0.653 0.542 2.964
H -0.301 1.988 2.004
H -3.937 1.761 -0.242
H -3.835 0.079 0.279
H -0.711 1.863 -1.807
H -1.356 2.728 -0.426
H -2.107 3.381 -2.854
H -3.325 3.385 -1.602
H -3.748 2.088 -3.932
H -4.384 1.436 -2.440
H -1.689 0.659 -3.642
H -3.142 -0.312 -3.756
H -1.494 -0.899 -1.843
H -3.202 -0.828 -1.460
H -2.187 0.141 4.628
H -3.484 -1.312 6.114
H -5.787 -1.976 5.507
H -6.785 -1.168 3.395
H -5.501 0.276 1.896
H -1.504 4.082 1.298
H -2.089 6.404 1.791
H -4.039 6.922 3.218
H -5.403 5.086 4.154
H -4.836 2.747 3.655
C -2.655 -7.373 -1.862
C -2.279 -6.180 -1.031
C -2.696 -6.073 0.292
C -2.369 -4.966 1.059
C -1.619 -3.952 0.480
C -1.178 -4.036 -0.838
C -1.512 -5.151 -1.582
S -1.247 -2.540 1.433
O -2.110 -1.406 0.956
O -1.353 -2.866 2.818
N 0.127 -1.925 0.911
C 1.406 -2.533 1.054
C 1.742 -3.314 2.155
C 3.028 -3.823 2.205
C 3.919 -3.525 1.185
C 3.476 -2.734 0.140
N 2.235 -2.255 0.059
H -2.894 -8.231 -1.236
H -1.848 -7.651 -2.539
H -3.534 -7.150 -2.470
H -3.277 -6.873 0.734
H -2.679 -4.886 2.092
H -0.557 -3.254 -1.259
H -1.161 -5.236 -2.603
H 1.028 -3.487 2.947
H 3.333 -4.434 3.044
H 4.935 -3.894 1.200
H 4.138 -2.471 -0.678
C 6.515 3.491 0.053
C 6.413 2.161 -0.707
C 7.344 1.129 -0.056
C 6.872 2.391 -2.147
C 4.975 1.656 -0.634
C 4.392 1.407 0.607
C 3.085 0.991 0.675
Br 2.382 0.593 2.392
C 2.292 0.800 -0.464
O 0.974 0.505 -0.288
C 2.888 0.925 -1.721
C 4.207 1.393 -1.755
C 2.222 0.586 -3.066
C 1.065 -0.409 -2.932
C 3.242 -0.078 -4.007
C 1.712 1.879 -3.715
H 7.539 3.867 0.013
H 6.242 3.378 1.103
H 5.858 4.243 -0.388
H 8.376 1.481 -0.090
H 7.292 0.173 -0.582
H 7.085 0.954 0.989
H 7.897 2.763 -2.143
H 6.252 3.133 -2.654
H 6.859 1.468 -2.730
H 4.946 1.533 1.527
H 4.653 1.547 -2.725
H 1.333 -1.253 -2.293
H 0.801 -0.786 -3.922
H 0.184 0.075 -2.522
H 3.678 -0.966 -3.545
H 4.052 0.587 -4.302
H 2.736 -0.385 -4.924
H 0.986 2.381 -3.070
H 1.232 1.662 -4.672
H 2.530 2.578 -3.895
```

Summary:
HOMO level: -10.82 eV
Net charge: +1
Energy relative to the best compared isomer or geometry (same formula, charge and spin): 0.0 kcal/mol
Gap between HOMO and LUMO: 8.1 eV

(2)
Entry from OMol25: one molecule with the formula C6H12N2 in a non-equilibrium geometry (wB97M-V/def2-TZVPD).

Structure (XYZ):
```
20
C6H12N2 wB97M-V/def2-TZVPD
C 1.538 0.234 -0.022
C -2.052 0.675 0.010
C -0.313 -0.433 1.512
C -0.846 -0.169 0.286
N -1.030 -0.464 2.649
N 2.671 -0.289 -0.701
C 0.046 -0.568 -0.806
C -0.049 -0.161 -2.141
H -2.042 -0.359 2.649
H -0.560 -0.497 3.541
H 3.265 -0.898 -0.162
H 3.145 0.310 -1.356
H 1.350 1.280 -0.263
H 1.787 0.252 1.041
H 0.353 -1.619 -0.652
H -1.796 1.579 -0.558
H -2.554 1.001 0.923
H -2.774 0.124 -0.609
H 0.679 -0.518 -2.856
H -0.816 0.520 -2.485
```

Summary:
HOMO level (alpha / beta): -7.05 / -6.63 eV
Energy relative to the best compared isomer or geometry (same formula, charge and spin): 144.6 kcal/mol
Gap between HOMO and LUMO (alpha / beta): 7.4 / 6.6 eV

(3)
Entry from OMol25: an isolated ion of composition CH3N4 and charge +1 in a non-equilibrium geometry (wB97M-V/def2-TZVPD).

Structure (XYZ):
```
8
CH3N4 wB97M-V/def2-TZVPD
C 0.596 -0.038 -0.260
N -0.256 -0.826 -0.670
N -1.467 -0.804 -0.236
N -1.935 0.361 -0.205
N 1.727 0.293 0.271
H -2.886 0.158 0.110
H 1.835 1.284 0.422
H 2.386 -0.428 0.566
```

Summary:
SMILES: [H]/N=N/N=C=[NH2+]
HOMO level: -16.05 eV
Net charge: +1
Energy relative to the best compared isomer or geometry (same formula, charge and spin): 97.1 kcal/mol
Gap between HOMO and LUMO: 9.5 eV

(4)
Entry from OMol25: one molecule with the formula C13H17N in a non-equilibrium geometry (wB97M-V/def2-TZVPD).

Structure (XYZ):
```
31
C13H17N wB97M-V/def2-TZVPD
C -0.805 -1.312 1.766
C -0.644 -0.684 0.399
C -1.351 -1.652 -0.570
C -1.874 -0.569 -1.535
C -2.420 0.550 -0.662
C -0.904 1.796 0.813
C 0.312 2.119 0.011
C 1.256 0.927 -0.084
C 2.608 1.166 -0.307
C 3.534 0.078 -0.287
C 3.049 -1.178 -0.090
C 1.697 -1.431 -0.071
C 0.782 -0.346 0.086
H -0.371 -0.635 2.459
H -0.264 -2.226 1.834
H -1.826 -1.387 2.025
H -2.169 -2.108 -0.017
H -0.755 -2.385 -1.050
H -0.994 -0.155 -2.070
H -2.571 -0.994 -2.230
H -2.482 1.541 -1.270
H -3.515 0.409 -0.379
H -0.568 1.845 1.806
H -1.660 2.573 0.660
H -0.040 2.394 -1.012
H 0.838 3.083 0.271
H 2.956 2.151 -0.480
H 4.626 0.318 -0.228
H 3.850 -1.995 -0.224
H 1.248 -2.412 -0.124
N -1.546 0.517 0.561
```

Summary:
SMILES: C[C@@]12CCCN1CCc1ccccc12
HOMO level: -8.39 eV
Energy relative to the best compared isomer or geometry (same formula, charge and spin): 29.4 kcal/mol
Gap between HOMO and LUMO: 9.3 eV

(5)
Entry from OMol25: C23H44F9N4O7P2SSbSe4Ti as an isolated structure in a non-equilibrium geometry (wB97M-V/def2-TZVPD).

Structure (XYZ):
```
96
C23H44F9N4O7P2SSbSe4Ti wB97M-V/def2-TZVPD
Ti 0.411 1.032 1.179
C -4.042 -0.094 -1.357
C -3.986 -0.309 0.139
C -4.249 0.963 0.940
O -2.683 -0.883 0.377
P -1.891 -1.197 1.695
O -0.930 -0.071 2.101
C -1.158 -2.693 1.481
P 1.024 -1.613 -0.270
O 0.457 -0.139 -0.220
O 2.541 -1.174 -0.899
C 3.688 -1.998 -0.929
C 3.403 -3.496 -1.053
C 4.570 -1.737 0.291
O 0.254 -2.027 -1.667
C 0.031 -3.357 -2.090
C 0.588 -3.511 -3.501
C -1.463 -3.643 -2.060
O -3.022 -1.064 2.876
C -3.882 -2.177 3.136
C -5.291 -1.658 3.366
C -3.362 -2.944 4.339
H -4.991 0.352 -1.648
H -3.886 -1.043 -1.879
H -3.258 0.598 -1.657
H -4.711 -1.083 0.414
H -3.314 1.384 1.307
H -4.859 0.771 1.824
H -4.733 1.708 0.314
H -1.882 -3.510 1.405
H -0.491 -2.884 2.327
H 4.250 -1.681 -1.815
H 2.785 -3.837 -0.220
H 4.342 -4.055 -1.049
H 2.874 -3.713 -1.982
H 4.095 -2.137 1.193
H 4.740 -0.666 0.408
H 5.541 -2.228 0.172
H 0.535 -4.061 -1.415
H -0.048 -2.965 -4.203
H 0.626 -4.565 -3.795
H 1.591 -3.086 -3.559
H -1.975 -2.962 -2.745
H -1.846 -3.467 -1.055
H -1.663 -4.678 -2.357
H -3.884 -2.845 2.268
H -5.279 -0.910 4.162
H -5.953 -2.479 3.652
H -5.680 -1.189 2.463
H -3.334 -2.286 5.212
H -2.351 -3.300 4.139
H -4.001 -3.804 4.556
N 1.895 -0.376 2.378
N 2.357 0.055 3.632
C 1.438 0.717 4.412
N 1.856 0.774 5.728
S 0.529 1.924 3.697
H 1.460 -1.294 2.388
H 2.659 -0.398 1.709
H 2.877 -0.643 4.151
H 2.841 0.969 5.831
H 1.311 1.439 6.253
Se -4.323 3.745 -2.295
Sb -2.625 4.096 -0.543
Se -0.873 2.856 1.857
Se -0.915 2.289 -0.203
Se -1.661 6.101 -1.572
C -1.007 3.071 -3.649
C 0.009 2.028 -4.140
C 0.740 2.540 -5.388
C -0.710 0.698 -4.421
C 1.026 1.766 -3.096
N 1.866 1.520 -2.348
H -1.756 3.275 -4.414
H -0.538 4.009 -3.357
H -1.526 2.671 -2.787
H 0.005 2.773 -6.163
H 1.439 1.794 -5.774
H 1.293 3.451 -5.152
H -1.533 0.875 -5.118
H -1.123 0.298 -3.493
H -0.025 -0.042 -4.842
F 1.580 4.576 0.045
C 2.579 4.421 0.881
F 3.567 5.274 0.525
F 2.173 4.795 2.107
C 3.067 2.927 0.894
O 2.022 2.072 0.935
C 3.959 2.698 -0.390
F 4.085 1.400 -0.645
F 3.474 3.325 -1.452
F 5.225 3.171 -0.223
C 4.025 2.749 2.135
F 4.658 1.557 2.063
F 3.380 2.768 3.296
F 4.972 3.697 2.238
```

Summary:
HOMO level: -0.58 eV
Net charge: -2
Energy relative to the best compared isomer or geometry (same formula, charge and spin): 115.8 kcal/mol
Gap between HOMO and LUMO: 3.9 eV

(6)
Entry from OMol25: a 11-piece molecular cluster, C30H74O15S11 overall in a non-equilibrium geometry (wB97M-V/def2-TZVPD).

Structure (XYZ):
```
130
C30H74O15S11 wB97M-V/def2-TZVPD
C 2.831 -0.875 3.228
S 3.726 0.252 2.142
O 3.693 1.656 2.585
C 5.355 -0.438 2.448
H 3.259 -0.801 4.232
H 3.132 -1.800 2.701
H 1.720 -0.752 3.221
H 6.126 0.046 1.845
H 5.364 -1.506 2.193
H 5.602 -0.354 3.502
C 1.317 -4.604 -3.881
S 2.136 -6.120 -3.313
O 3.019 -5.583 -2.240
C 0.687 -6.778 -2.415
H 1.140 -4.159 -2.911
H 0.383 -4.850 -4.357
H 2.003 -4.015 -4.506
H 0.381 -5.980 -1.726
H 1.215 -7.610 -1.928
H -0.152 -7.166 -3.026
C 0.519 2.023 4.218
S -0.902 3.171 4.337
O -1.705 2.913 3.061
C -0.058 4.748 4.129
H 0.704 1.822 3.160
H 0.245 1.184 4.827
H 1.428 2.486 4.680
H 0.556 4.798 5.046
H -0.750 5.536 4.031
H 0.567 4.636 3.246
C 3.487 1.387 -3.805
S 2.244 1.044 -5.100
O 0.984 0.690 -4.326
C 1.950 2.857 -5.581
H 3.774 0.369 -3.439
H 2.961 1.859 -2.996
H 4.425 1.875 -4.126
H 2.899 3.334 -5.844
H 1.552 3.220 -4.605
H 1.310 2.920 -6.435
C -1.977 5.501 -2.232
S -1.144 4.581 -3.623
O 0.321 4.925 -3.441
C -1.273 2.848 -2.984
H -3.031 5.325 -2.265
H -1.761 6.523 -2.571
H -1.407 5.292 -1.301
H -0.735 2.125 -3.626
H -2.323 2.512 -2.968
H -0.765 2.813 -2.019
C -4.005 3.594 0.995
S -4.330 1.858 0.486
O -5.581 1.404 1.281
C -5.013 2.313 -1.175
H -4.985 4.038 0.851
H -3.143 4.068 0.490
H -3.812 3.539 2.060
H -5.383 1.481 -1.728
H -4.180 2.815 -1.736
H -5.809 2.982 -0.872
C 3.174 3.838 0.637
S 1.842 3.946 -0.625
O 0.515 3.967 0.118
C 2.167 5.718 -1.134
H 3.112 2.910 1.188
H 3.083 4.637 1.333
H 4.150 3.849 0.140
H 3.195 5.845 -1.484
H 2.068 6.226 -0.175
H 1.401 6.053 -1.843
C -5.264 -1.988 0.052
C -6.660 -2.296 0.669
C -7.511 -1.090 0.240
S -7.125 -1.021 -1.544
O -7.486 0.208 -2.215
O -7.703 -2.236 -2.079
C -5.344 -1.359 -1.352
H -4.679 -2.874 0.015
H -4.784 -1.332 0.785
H -6.667 -2.284 1.788
H -7.115 -3.219 0.299
H -7.153 -0.128 0.656
H -8.587 -1.127 0.380
H -4.645 -0.508 -1.507
H -5.110 -2.120 -2.095
C -3.841 -1.783 5.000
C -3.960 -0.554 4.063
C -2.656 0.210 4.100
S -1.408 -1.095 4.318
O -0.662 -0.856 5.575
O -0.642 -1.301 3.164
C -2.562 -2.444 4.615
H -4.666 -2.489 4.898
H -3.701 -1.380 6.021
H -4.809 0.045 4.411
H -4.193 -0.878 3.055
H -2.603 0.776 5.001
H -2.473 0.871 3.231
H -2.140 -3.062 5.420
H -2.570 -3.162 3.768
C 6.852 -4.939 0.156
C 7.841 -4.323 -0.907
C 7.155 -3.028 -1.400
S 5.385 -3.371 -1.319
O 5.025 -3.490 -2.708
O 4.735 -2.414 -0.480
C 5.449 -4.976 -0.442
H 6.831 -4.291 1.021
H 7.208 -5.959 0.449
H 7.911 -5.118 -1.639
H 8.868 -4.066 -0.550
H 7.301 -2.675 -2.413
H 7.323 -2.217 -0.668
H 5.190 -5.761 -1.155
H 4.736 -4.836 0.394
C 0.634 0.524 -0.696
C 1.016 -0.904 -1.206
C -0.260 -1.459 -1.812
S -1.579 -0.719 -0.822
O -2.212 -1.811 -0.138
O -2.360 0.109 -1.717
C -0.522 0.298 0.223
H 0.312 1.163 -1.542
H 1.455 1.062 -0.227
H 1.251 -1.493 -0.302
H 1.745 -0.999 -1.980
H -0.417 -2.536 -1.844
H -0.394 -0.932 -2.778
H -0.282 -0.467 0.941
H -0.970 1.143 0.781
```

Summary:
HOMO level: -8.63 eV
Energy relative to the best compared isomer or geometry (same formula, charge and spin): 19.6 kcal/mol
Gap between HOMO and LUMO: 8.8 eV